# 1
Molecular formula: C20H48O
Method: DFT, ωB97M-V/def2-TZVPD

## Properties
- Gap between HOMO and LUMO: 0.381 hartree
- SMILES string: CCCCCC.CCCCCC.CCCCCC.CCO
- Calculated total energy: -23555.969 eV
- HOMO: -9.5 eV
- Relative energy (zero: lowest compared OMol25 entry of this formula, charge and spin): 61.8 kcal/mol

```
69
C20H48O, DFT ωB97M-V/def2-TZVPD
C -0.1037 -2.8236 0.0910
C -1.4997 -2.2906 0.5340
C -1.4027 -0.8886 0.9860
C -2.7137 -0.3566 1.6340
C -2.4577 1.0644 2.3710
C -3.6347 1.7864 2.9300
H 0.5363 -2.7416 0.8570
H 0.5173 -2.1926 -0.3880
H -0.2507 -3.6846 -0.3890
H -1.9037 -2.9266 1.4040
H -2.2167 -2.0926 -0.2680
H -1.2887 -0.3156 0.0620
H -0.5817 -0.7846 1.6230
H -3.1657 -0.9696 2.4040
H -3.4917 -0.3136 0.8410
H -2.0937 1.7654 1.5990
H -1.6847 0.9394 3.1410
H -3.8837 1.2824 4.0620
H -4.4317 1.9194 2.2210
H -3.4287 2.8844 3.2740
C 3.3433 -2.3756 -3.3910
C 2.9343 -3.6106 -2.6320
C 3.3303 -3.7206 -1.0580
C 2.9173 -4.9216 -0.3300
C 3.2603 -4.8986 1.1080
C 2.5533 -6.0726 1.9190
H 3.4943 -1.5416 -2.7050
H 2.9153 -2.2626 -4.2940
H 4.3593 -2.5546 -3.7110
H 3.4483 -4.4466 -3.0970
H 1.9353 -3.9726 -2.7330
H 2.7283 -2.9966 -0.7980
H 4.4203 -3.4216 -1.0220
H 3.5023 -5.7316 -0.9520
H 1.8903 -5.0866 -0.3230
H 3.0253 -4.0346 1.5420
H 4.4183 -4.9666 1.0660
H 2.8913 -6.9046 1.5440
H 1.4373 -6.2916 1.7090
H 2.7603 -6.4466 2.9980
C -1.3737 5.4624 2.0130
C -0.8197 4.6224 0.9020
C -1.9757 4.3964 -0.1800
C -1.6597 3.4414 -1.3030
C -2.7857 3.1294 -2.2560
C -3.1877 4.4004 -3.0320
H -2.2027 5.1204 2.4570
H -1.5507 6.4894 1.8500
H -0.6377 5.5764 2.7930
H -0.5807 3.7354 1.1120
H -0.1877 5.0034 0.3200
H -2.3057 5.3514 -0.7100
H -2.6897 3.9844 0.3170
H -1.2987 2.4984 -0.9810
H -0.7267 3.9214 -1.9340
H -3.5077 2.4954 -1.6550
H -2.1897 2.3414 -2.8680
H -3.3937 5.3204 -2.5070
H -3.9367 4.3834 -3.7690
H -2.2257 4.6224 -3.6250
C 1.7773 1.3034 0.7490
C 1.9313 0.6974 -0.6070
O 1.5383 1.5154 -1.5520
H 0.7793 1.4454 1.1520
H 2.1243 2.2674 1.0410
H 2.0433 0.5204 1.2560
H 1.6553 -0.1566 -0.8250
H 3.1673 0.6574 -0.7370
H 1.8353 2.4504 -1.2500
```

=====

# 2
Molecular formula: C5H11N
Method: DFT, ωB97M-V/def2-TZVPD

## Properties
- Gap between HOMO and LUMO: 0.365 hartree
- SMILES string: C=CCCCN
- Calculated total energy: -6852.358 eV
- HOMO: -8.8 eV
- Relative energy (zero: lowest compared OMol25 entry of this formula, charge and spin): 27.0 kcal/mol

```
17
C5H11N, DFT ωB97M-V/def2-TZVPD
C 2.8804 0.0730 -0.1918
C 1.9520 0.6178 0.5916
C 0.5362 0.9109 0.1747
C -0.4566 -0.2466 0.4077
C -1.6048 -0.1729 -0.6125
N -2.7135 -1.0294 -0.2502
H 3.8985 0.1235 0.1780
H 2.6736 -0.4596 -1.1090
H 2.3419 1.1250 1.4748
H 0.2009 1.8048 0.6988
H 0.5516 1.1889 -0.8829
H -0.9205 -0.1092 1.3802
H 0.0690 -1.1908 0.2892
H -1.2401 -0.5952 -1.5447
H -1.8629 0.8778 -0.7781
H -3.3218 -0.7525 0.5002
H -3.1113 -1.5578 -1.0008
```

=====

# 3
Molecular formula: C8H8
Method: DFT, ωB97M-V/def2-TZVPD

## Properties
- Gap between HOMO and LUMO (alpha / beta): 0.228 / 0.273 hartree
- 2S+1: 3
- Calculated total energy: -8417.307 eV
- HOMO (alpha / beta): -5.1 / -9.1 eV
- Relative energy (zero: lowest compared OMol25 entry of this formula, charge and spin): 20.0 kcal/mol

```
16
C8H8, DFT ωB97M-V/def2-TZVPD
C -1.1138 -1.1257 -1.2884
C -0.1358 -1.8435 -0.5470
C -0.9123 0.1761 -0.9655
C 0.1974 0.3172 0.0084
C 0.7434 -1.1241 0.2034
C -0.7640 1.4724 -0.5597
C 2.0078 -1.5605 0.9466
C -1.2760 2.8327 -0.6222
H -1.6917 -1.6744 -2.0333
H 0.0610 -2.9052 -0.5533
H 2.7562 -1.7375 0.1558
H 1.8910 -2.5086 1.6559
H 2.3196 -0.7174 1.7497
H -1.3499 3.1833 -1.6109
H -0.7837 3.6135 0.0334
H -2.3791 2.7602 -0.2113
```

=====

# 4
Molecular formula: C45H66BN9PtS5Se
Method: DFT, ωB97M-V/def2-TZVPD

## Properties
- Gap between HOMO and LUMO (alpha / beta): 0.155 / 0.155 hartree
- Net charge: +4
- Calculated total energy: -184560.176 eV
- HOMO (alpha / beta): -17.7 / -17.7 eV
- Relative energy (zero: lowest compared OMol25 entry of this formula, charge and spin): 38.5 kcal/mol

```
128
C45H66BN9PtS5Se, DFT ωB97M-V/def2-TZVPD
Pt -0.1333 0.2487 0.1219
C -2.1929 -4.5025 -0.3663
C -2.6777 -3.1839 -0.8666
C -3.6891 -3.0679 -1.7833
C -4.0555 -1.7924 -2.2810
N -3.5679 -0.7063 -1.7332
N -2.6419 -0.7999 -0.7860
B -2.2143 0.4744 -0.0286
N -2.7881 0.4251 1.4204
N -4.0581 0.0476 1.4845
C -4.6678 -0.0482 2.6455
C -3.9708 0.2577 3.8361
C -2.6527 0.6302 3.7877
C -1.8526 0.9199 5.0109
C -2.0573 0.7056 2.5072
S -0.3992 1.1348 2.3811
C -6.1233 -0.4654 2.6458
C -6.7127 -0.5694 4.0540
C -6.2735 -1.8109 1.9232
C -6.9049 0.6148 1.8819
N -2.5483 1.8029 -0.7803
N -3.8430 2.1094 -0.8854
C -4.2078 3.2015 -1.5183
C -3.2378 4.0826 -2.0562
C -1.9087 3.7827 -1.9641
C -0.8402 4.6745 -2.5025
C -1.5824 2.5723 -1.3054
S 0.0864 2.1411 -1.1741
C -5.6671 3.5416 -1.7223
C -5.9523 4.9657 -1.2114
C -5.9445 3.4735 -3.2362
C -6.5867 2.5702 -0.9868
C -2.0899 -1.9782 -0.4176
S -0.6506 -1.9948 0.5385
C -4.9556 -1.6603 -3.4882
C -4.1556 -2.2006 -4.6903
C -6.2390 -2.4774 -3.2977
C -5.3058 -0.1942 -3.7405
H -2.5635 -5.3140 -0.9872
H -2.5574 -4.6644 0.6509
H -1.1045 -4.5395 -0.3273
H -4.1873 -3.9528 -2.1538
H -4.4644 0.1701 4.7924
H -2.4241 0.7194 5.9128
H -1.5426 1.9675 5.0279
H -0.9439 0.3137 5.0310
H -6.2004 -1.3280 4.6484
H -7.7549 -0.8755 3.9830
H -6.6934 0.3902 4.5716
H -5.7703 -2.6061 2.4752
H -5.8578 -1.7572 0.9162
H -7.3306 -2.0618 1.8575
H -6.8017 1.5885 2.3629
H -7.9624 0.3565 1.8712
H -6.5421 0.6736 0.8596
H -3.5579 4.9971 -2.5342
H -1.2707 5.5771 -2.9288
H -0.2613 4.1710 -3.2790
H -0.1484 4.9644 -1.7099
H -5.4895 5.7302 -1.8351
H -5.6155 5.0921 -0.1820
H -7.0263 5.1409 -1.2368
H -5.2833 4.1329 -3.8002
H -6.9703 3.7855 -3.4234
H -5.8165 2.4593 -3.6100
H -6.5884 2.7870 0.0793
H -6.2636 1.5436 -1.1503
H -7.6067 2.6740 -1.3519
H -3.9042 -3.2545 -4.5654
H -3.2358 -1.6305 -4.8363
H -4.7612 -2.1016 -5.5898
H -6.0450 -3.5494 -3.2716
H -6.9128 -2.2930 -4.1327
H -6.7511 -2.1912 -2.3784
H -4.4020 0.4029 -3.8608
H -5.8888 0.1932 -2.9069
H -5.8988 -0.1159 -4.6502
S 0.8445 -1.5936 -3.0367
C 1.6295 -3.0682 -3.3993
N 2.1897 -3.3302 -4.5535
C 2.8407 -4.6258 -4.7291
C 2.4565 -5.4943 -3.5246
S 1.7039 -4.3783 -2.2894
H 2.1828 -2.6583 -5.3111
H 3.9211 -4.4787 -4.7935
H 2.5046 -5.0755 -5.6631
H 3.3156 -5.9737 -3.0627
H 1.7200 -6.2550 -3.7741
C 8.0275 -1.4479 -1.4372
C 6.5275 -1.6395 -1.6538
C 5.6963 -1.1849 -0.4532
C 5.6730 0.3330 -0.2384
N 5.2477 1.1104 -1.4151
C 4.0167 1.1143 -1.9999
Se 2.6134 -0.0177 -1.5289
N 4.0006 2.0206 -3.0115
C 2.8619 2.3939 -3.8455
C 2.9942 1.9851 -5.3177
C 2.7868 0.4990 -5.6130
C 3.9868 -0.3776 -5.2395
C 5.2227 2.6284 -3.0652
C 5.7123 3.6468 -3.8851
C 7.0047 4.0524 -3.6592
C 7.8030 3.4731 -2.6415
C 7.3291 2.4786 -1.8216
C 6.0190 2.0503 -2.0450
H 8.5840 -1.8596 -2.2766
H 8.3535 -1.9648 -0.5356
H 8.2924 -0.3941 -1.3429
H 6.3364 -2.7033 -1.8072
H 6.2074 -1.1192 -2.5641
H 6.0949 -1.6349 0.4576
H 4.6771 -1.5480 -0.5628
H 6.6722 0.6739 0.0206
H 5.0045 0.5816 0.5876
H 2.7667 3.4798 -3.7871
H 1.9706 1.9399 -3.4103
H 3.9717 2.2878 -5.6993
H 2.2427 2.5560 -5.8642
H 2.6114 0.4037 -6.6855
H 1.8845 0.1485 -5.1035
H 4.9168 0.0922 -5.5603
H 3.9325 -1.3428 -5.7425
H 4.0447 -0.5652 -4.1650
H 5.1104 4.1062 -4.6555
H 7.4289 4.8373 -4.2692
H 8.8153 3.8285 -2.5093
H 7.9526 2.0589 -1.0459
```

=====

# 5
Molecular formula: C10H16O
Method: DFT, ωB97M-V/def2-TZVPD

## Properties
- Gap between HOMO and LUMO (alpha / beta): 0.108 / 0.255 hartree
- 2S+1: 2
- Net charge: -1
- Calculated total energy: -12673.561 eV
- HOMO (alpha / beta): 0.8 / -3.3 eV
- Relative energy (zero: lowest compared OMol25 entry of this formula, charge and spin): 50.1 kcal/mol

```
27
C10H16O, DFT ωB97M-V/def2-TZVPD
C -1.3425 0.2752 -1.9677
C -2.6453 0.4041 -2.6701
C -0.2048 0.7148 -2.9716
H -1.2742 1.0812 -1.1323
H -1.1324 -0.7090 -1.7144
H -3.3704 1.0075 -2.1841
H -3.0809 -0.6277 -3.0484
H 0.1855 -0.1526 -3.6277
H -0.5562 1.5029 -3.5987
H -2.5574 0.9814 -3.5822
H 0.6329 1.0585 -2.3360
C -1.8113 0.0430 2.7158
C 1.8084 -0.3985 0.3644
C 1.6443 0.8331 0.9326
C 0.8053 -1.4088 0.3902
C 0.3591 1.0739 1.5958
C -0.3491 -1.1443 1.0766
C -0.6718 0.0773 1.6442
O 3.1737 -0.6048 0.1899
H 2.4692 1.6319 1.1055
H 3.3223 -1.6565 -0.1100
H 1.0687 -2.3892 0.0149
H 0.3518 2.0488 2.0940
H -1.0621 -1.9402 1.0448
H -2.3602 0.9826 2.6190
H -1.3919 0.1113 3.6833
H -2.1894 -0.9115 2.5914
```

=====

# 6
Molecular formula: C53H43N9O5S2W
Method: DFT, ωB97M-V/def2-TZVPD

## Properties
- Gap between HOMO and LUMO (alpha / beta): 0.194 / 0.176 hartree
- 2S+1: 3
- Net charge: -2
- Calculated total energy: -102798.438 eV
- HOMO (alpha / beta): -1.5 / -1.6 eV
- Relative energy (zero: lowest compared OMol25 entry of this formula, charge and spin): 73.3 kcal/mol

```
113
C53H43N9O5S2W, DFT ωB97M-V/def2-TZVPD
W -1.2057 -0.1932 -0.4253
C 1.9237 3.4978 3.5315
C 0.5070 3.0879 3.4051
N -0.4717 3.5323 4.1392
N -1.5742 2.8636 3.7212
C -1.2924 2.0108 2.7036
S -2.3386 0.9033 2.0144
N 0.0553 2.1649 2.5002
N 0.7360 1.4661 1.5329
H 2.0679 3.9706 4.4989
H 2.1894 4.2106 2.7500
H 2.5749 2.6297 3.4494
H -2.4867 3.0657 4.0899
H 1.5751 1.9546 1.2343
H 0.9163 0.4636 1.8342
C 2.9226 -1.8164 4.8483
C 2.6008 -2.7888 3.7115
N 3.0031 -2.2782 2.4290
C 4.3929 -2.4394 2.0638
C 4.7139 -3.8092 1.4765
C 2.1171 -1.7736 1.5284
S 0.5096 -1.4261 2.1389
N 2.5875 -1.4984 0.3599
C 1.8063 -1.2003 -0.7642
O 0.5689 -0.6842 -0.5192
C 2.5980 -0.3284 -1.7354
C 1.9503 0.6103 -2.5275
C 2.6784 1.3757 -3.4221
C 4.0458 1.1939 -3.5416
C 4.6874 0.2444 -2.7631
C 3.9658 -0.5246 -1.8691
H 2.5851 -2.2322 5.7954
H 2.4244 -0.8671 4.6697
H 3.9955 -1.6404 4.9102
H 1.5241 -2.9697 3.6791
H 3.1157 -3.7395 3.8914
H 4.9919 -2.2634 2.9659
H 4.6254 -1.6711 1.3258
H 4.4467 -4.6014 2.1722
H 5.7785 -3.8816 1.2675
H 4.1696 -3.9551 0.5446
H 0.8712 0.7398 -2.4431
H 2.1684 2.1059 -4.0353
H 4.6135 1.7988 -4.2351
H 5.7533 0.0953 -2.8613
H 4.4382 -1.2842 -1.2671
N -2.1610 -8.3840 -5.2346
C -1.9609 -7.2889 -4.9194
C -1.7539 -5.9667 -4.5333
C -2.8637 -5.1131 -4.3653
C -2.6829 -3.8258 -3.9422
C -1.3936 -3.3324 -3.6602
C -0.2833 -4.1784 -3.8616
C -0.4586 -5.4704 -4.2817
C -1.2682 -2.0790 -3.0440
C -1.2361 -1.0593 -2.3623
H -3.8567 -5.5009 -4.5506
H -3.5255 -3.1699 -3.7772
H 0.7081 -3.8039 -3.6530
H 0.3926 -6.1301 -4.4031
N -8.3130 0.5207 -3.1261
C -7.2519 0.4578 -2.6770
C -5.9602 0.3979 -2.1375
C -4.8637 0.8565 -2.8793
C -3.5978 0.7956 -2.3414
C -3.2979 0.2523 -1.0639
C -4.4450 -0.1929 -0.3586
C -5.7298 -0.1171 -0.8549
H -5.0221 1.2445 -3.8788
H -2.7783 1.1763 -2.9462
H -4.3184 -0.6370 0.6287
H -6.5663 -0.4721 -0.2647
O -3.4526 -3.0465 1.5567
C -2.3953 -2.8131 0.9914
O -2.0865 -1.6481 0.4746
C -1.2897 -3.8093 0.8296
C -1.1386 -4.9562 1.6101
C 0.0249 -5.7061 1.4818
C 1.0584 -5.3221 0.6498
C 0.9008 -4.1751 -0.1527
C -0.3149 -3.4893 -0.0967
N 1.8716 -3.6902 -0.9668
O 1.6422 -2.4607 -1.5783
O 3.0107 -4.2253 -1.1305
H -1.9146 -5.2272 2.3107
H 0.1440 -6.6003 2.0799
H 1.9807 -5.8815 0.6060
H -0.4883 -2.6954 -0.8104
C -0.8660 1.8759 -0.6984
C -0.8478 3.0715 -0.4023
C -0.7592 4.4043 0.0292
C -1.9870 5.1091 0.2798
C -2.0833 6.5145 0.3122
C -3.2838 7.1453 0.5626
C -4.4457 6.4149 0.7672
C -4.3835 5.0287 0.6841
C -3.1893 4.3870 0.4456
C 0.5589 4.9016 0.2868
C 1.6689 4.2651 -0.3196
C 2.9618 4.6304 -0.0315
C 3.2260 5.6522 0.8747
C 2.1532 6.2908 1.4879
C 0.8521 5.9308 1.2078
H -1.2096 7.1172 0.1016
H -3.3230 8.2293 0.5834
H -5.3848 6.9183 0.9659
H -5.2878 4.4465 0.8062
H -3.1615 3.3040 0.3948
H 1.4828 3.4756 -1.0346
H 3.7829 4.1133 -0.5121
H 4.2433 5.9408 1.1037
H 2.3437 7.0683 2.2191
H 0.0489 6.4136 1.7461
```